{
  "formula": "C3H2I3N",
  "method": "ωB97M-V with the def2-TZVPD basis set",
  "spin_multiplicity": 1,
  "mol_weight_g_mol": 432.77,
  "e_homo_ha": -0.35281,
  "orbital_gap_ha": 0.3140,
  "e_lumo_ev": -1.06,
  "total_energy_ev": -28933.7447,
  "largest_force_ev_per_a": 3.325,
  "e_above_lowest_kj_mol": 0.0,
  "charge": 0,
  "symbols": ["I", "I", "I", "N", "C", "C", "C", "H", "H"],
  "positions_angstrom": [[0.306, -2.410, 0.627], [1.327, 2.164, -1.493], [2.084, -1.193, -2.504], [3.518, -0.022, 0.912], [0.169, -0.373, 0.046], [1.563, 0.134, -0.771], [2.648, 0.022, 0.151], [-0.614, -0.079, -0.736], [0.033, 0.304, 1.061]],
  "forces_ev_per_angstrom": [[-0.263, 0.402, -0.153], [-0.005, -0.580, 0.366], [-0.443, 0.690, 0.860], [-0.742, -0.063, -0.569], [0.753, 3.121, -0.456], [-1.842, -1.236, 0.467], [1.435, 0.391, 0.805], [0.619, -1.017, 1.490], [0.489, -1.708, -2.811]]
}

=====

{
  "formula": "C3H2I3N2",
  "method": "ωB97M-V with the def2-TZVPD basis set",
  "spin_multiplicity": 1,
  "mol_weight_g_mol": 446.77,
  "e_homo_ha": -0.45661,
  "orbital_gap_ha": 0.2892,
  "e_lumo_ev": -4.56,
  "smiles": "Ic1cn(I)c(I)[nH+]1",
  "total_energy_ev": -30416.3315,
  "largest_force_ev_per_a": 6.352,
  "e_above_lowest_kj_mol": 0.0,
  "charge": 1,
  "symbols": ["I", "I", "I", "N", "N", "C", "C", "C", "H", "H"],
  "positions_angstrom": [[-2.189, -0.813, 1.171], [3.727, -0.633, -0.491], [1.943, 2.215, -2.286], [0.758, -0.785, 0.462], [0.958, 0.958, -1.095], [-0.445, -0.163, 0.248], [1.756, -0.289, -0.224], [-0.299, 0.854, -0.664], [-1.084, 1.500, -1.014], [0.848, -1.553, 1.126]],
  "forces_ev_per_angstrom": [[0.411, 0.140, -0.166], [-0.208, -0.140, 0.203], [-0.060, 0.267, -0.216], [0.418, 0.115, -0.134], [3.080, -4.577, 3.149], [-1.102, 0.267, -0.034], [-2.206, 4.090, -2.976], [-0.334, -0.374, 0.422], [-0.091, 0.110, -0.059], [0.093, 0.101, -0.191]]
}

=====

{
  "formula": "C3H2IN2O2",
  "method": "ωB97M-V with the def2-TZVPD basis set",
  "spin_multiplicity": 1,
  "mol_weight_g_mol": 224.97,
  "e_homo_ha": -0.12505,
  "orbital_gap_ha": 0.2351,
  "e_lumo_ev": 2.99,
  "total_energy_ev": -18319.2211,
  "largest_force_ev_per_a": 3.676,
  "e_above_lowest_kj_mol": 0.0,
  "charge": -1,
  "symbols": ["I", "O", "O", "N", "N", "C", "C", "C", "H", "H"],
  "positions_angstrom": [[4.636, 0.034, 0.025], [2.333, -2.130, -0.097], [1.770, 2.743, -0.047], [2.602, 0.149, 0.023], [0.500, -0.613, -0.082], [1.373, 1.655, -0.051], [1.851, -0.974, -0.056], [0.307, 0.844, -0.097], [0.048, -1.202, 0.603], [-0.611, 1.129, 0.211]],
  "forces_ev_per_angstrom": [[-0.827, -0.048, -0.106], [-1.412, 0.561, 0.231], [1.517, 2.884, -0.066], [-0.579, 1.250, -0.275], [0.871, 0.123, -0.427], [-0.542, -3.625, 0.279], [2.348, -0.264, -0.178], [1.961, -2.563, 0.029], [-0.546, 0.413, -0.005], [-2.791, 1.269, 0.519]]
}

=====

{
  "formula": "C3H2INOS",
  "method": "ωB97M-V with the def2-TZVPD basis set",
  "spin_multiplicity": 1,
  "mol_weight_g_mol": 227.03,
  "e_homo_ha": [-0.28237, -0.28750],
  "orbital_gap_ha": [0.2178, 0.2232],
  "e_lumo_ev": [-1.76, -1.75],
  "total_energy_ev": -25611.9111,
  "largest_force_ev_per_a": 5.115,
  "e_above_lowest_kj_mol": 434.6,
  "charge": 0,
  "symbols": ["I", "S", "O", "N", "C", "C", "C", "H", "H"],
  "positions_angstrom": [[1.121, -4.900, -2.301], [1.718, -3.988, -0.102], [0.871, -1.660, -1.239], [0.379, -1.258, 1.320], [1.144, -2.391, -0.198], [0.057, -0.370, 0.457], [0.264, -0.538, -0.933], [0.150, 0.091, -1.814], [-0.327, 0.499, 0.781]],
  "forces_ev_per_angstrom": [[0.073, 0.108, 0.550], [-0.332, 0.433, -0.817], [1.186, -2.512, 1.456], [1.957, -3.632, -3.024], [-1.201, 1.906, 2.730], [1.037, -1.685, -2.900], [-1.121, 2.031, 0.060], [-0.201, 0.172, 0.703], [-1.398, 3.179, 1.243]]
}

=====

{
  "formula": "C3H2LiMgO3",
  "method": "ωB97M-V with the def2-TZVPD basis set",
  "spin_multiplicity": 2,
  "mol_weight_g_mol": 117.29,
  "e_homo_ha": [-0.59538, -0.59340],
  "s2": 0.76,
  "orbital_gap_ha": [0.1900, 0.1522],
  "e_lumo_ev": [-11.03, -12.01],
  "total_energy_ev": -14917.1157,
  "largest_force_ev_per_a": 4.102,
  "e_above_lowest_kj_mol": 1.4,
  "charge": 2,
  "symbols": ["Mg", "O", "O", "O", "C", "C", "C", "Li", "H", "H"],
  "positions_angstrom": [[-1.163, -1.396, -3.435], [1.680, 0.201, 0.596], [0.132, -0.594, -1.977], [-2.046, -0.655, -1.701], [0.062, 0.805, 2.327], [0.705, 0.495, 1.212], [-0.923, -0.307, -1.338], [1.910, -0.485, -1.231], [0.543, 0.619, 3.287], [-0.899, 1.317, 2.262]],
  "forces_ev_per_angstrom": [[-0.289, 0.353, 0.864], [-1.154, 0.002, -1.768], [0.483, -0.083, -0.511], [0.641, 0.348, -0.089], [-0.903, 0.485, -2.135], [1.775, -0.052, 3.698], [-1.181, -0.833, -0.583], [0.393, 0.243, 0.607], [-0.019, -0.280, -0.325], [0.254, -0.184, 0.242]]
}

=====

{
  "formula": "C3H2LiO2Rb",
  "method": "ωB97M-V with the def2-TZVPD basis set",
  "spin_multiplicity": 1,
  "mol_weight_g_mol": 162.46,
  "e_homo_ha": -0.20454,
  "orbital_gap_ha": 0.1712,
  "e_lumo_ev": -0.91,
  "total_energy_ev": -8094.5004,
  "largest_force_ev_per_a": 1.769,
  "e_above_lowest_kj_mol": 216.4,
  "charge": 0,
  "symbols": ["Rb", "O", "O", "C", "C", "C", "Li", "H", "H"],
  "positions_angstrom": [[-1.569, 3.626, 0.819], [2.473, 0.555, -0.354], [0.279, 0.569, -0.448], [-1.436, -0.990, -0.153], [-1.042, 0.269, 0.102], [1.395, 0.071, 0.100], [3.174, -1.098, 0.537], [-0.791, -1.747, -0.619], [-2.483, -1.254, 0.016]],
  "forces_ev_per_angstrom": [[0.216, -1.024, -0.240], [0.344, -0.444, 0.041], [0.830, 0.280, 0.520], [-0.189, 0.302, -0.104], [-0.393, 0.242, -0.240], [0.178, -0.787, 0.168], [-1.187, 1.234, -0.444], [-0.179, 0.269, 0.042], [0.380, -0.071, 0.259]]
}

=====

{
  "formula": "C3H2LiO2Tl",
  "method": "ωB97M-V with the def2-TZVPD basis set",
  "spin_multiplicity": 1,
  "mol_weight_g_mol": 281.37,
  "e_homo_ha": -0.21059,
  "orbital_gap_ha": 0.1972,
  "e_lumo_ev": -0.36,
  "total_energy_ev": -12131.6478,
  "largest_force_ev_per_a": 2.732,
  "e_above_lowest_kj_mol": 162.7,
  "charge": 0,
  "symbols": ["Tl", "O", "O", "C", "C", "C", "Li", "H", "H"],
  "positions_angstrom": [[1.862, -0.399, -1.227], [-2.379, 0.372, 0.239], [1.112, 0.197, 1.008], [-0.062, 0.639, 0.729], [-1.763, -0.568, 1.115], [-0.964, 0.002, -0.168], [-1.690, 2.171, 0.236], [-2.125, -1.600, 1.037], [-1.874, -0.227, 2.154]],
  "forces_ev_per_angstrom": [[-0.566, -0.050, 0.641], [0.328, 0.579, -0.405], [-0.567, -0.166, -1.568], [0.227, 2.554, 0.944], [-1.361, -0.418, -0.853], [0.457, -2.068, 1.551], [0.362, -0.812, 0.465], [0.142, 0.347, -0.335], [0.980, 0.034, -0.440]]
}

=====

{
  "formula": "C3H2LiO3Rb",
  "method": "ωB97M-V with the def2-TZVPD basis set",
  "spin_multiplicity": 2,
  "mol_weight_g_mol": 178.45,
  "e_homo_ha": [-0.38330, -0.38390],
  "s2": 0.76,
  "orbital_gap_ha": [0.2308, 0.2312],
  "e_lumo_ev": [-4.15, -4.16],
  "total_energy_ev": -10137.3873,
  "largest_force_ev_per_a": 3.249,
  "e_above_lowest_kj_mol": 406.7,
  "charge": 1,
  "symbols": ["Rb", "O", "O", "O", "C", "C", "C", "Li", "H", "H"],
  "positions_angstrom": [[3.255, -3.351, -2.437], [-1.028, 1.179, -0.351], [1.312, -0.434, -0.997], [-2.413, -0.044, 0.898], [1.298, -0.063, 0.206], [0.715, 0.529, 1.161], [-2.157, 0.943, 0.122], [-0.171, 0.412, -1.941], [0.778, 1.242, 1.967], [-1.589, -0.414, 1.371]],
  "forces_ev_per_angstrom": [[-0.102, 0.251, 0.225], [-3.013, 0.232, -0.026], [0.608, -0.776, -0.712], [0.096, -0.555, 1.472], [-2.479, 1.702, 0.841], [1.862, -1.186, -0.215], [2.925, 0.006, -1.413], [0.458, 0.072, 0.944], [0.096, -0.389, -0.168], [-0.453, 0.643, -0.947]]
}

=====

{
  "formula": "C3H2N2O",
  "method": "ωB97M-V with the def2-TZVPD basis set",
  "spin_multiplicity": 1,
  "mol_weight_g_mol": 82.06,
  "e_homo_ha": -0.36762,
  "orbital_gap_ha": 0.3936,
  "e_lumo_ev": 0.71,
  "smiles": "O=C=N[C@H]1C=N1",
  "total_energy_ev": -8168.2869,
  "largest_force_ev_per_a": 5.835,
  "e_above_lowest_kj_mol": 137.6,
  "charge": 0,
  "symbols": ["O", "N", "N", "C", "C", "C", "H", "H"],
  "positions_angstrom": [[-2.485, -0.694, 1.833], [1.758, -0.356, -0.475], [-0.677, -0.525, 0.337], [-1.631, -0.582, 1.055], [1.281, 0.805, -0.365], [0.259, -0.114, -0.626], [1.620, 1.690, -0.184], [-0.124, -0.225, -1.576]],
  "forces_ev_per_angstrom": [[-0.988, -0.090, 0.456], [-0.969, 0.353, 0.302], [-0.567, -0.383, 0.987], [2.093, 0.246, -1.030], [-0.282, -4.749, -0.734], [-0.532, -0.489, 0.922], [1.892, 5.405, 1.119], [-0.646, -0.293, -2.022]]
}

=====

{
  "formula": "C3H2N2O",
  "method": "ωB97M-V with the def2-TZVPD basis set",
  "spin_multiplicity": 1,
  "mol_weight_g_mol": 82.06,
  "e_homo_ha": -0.44524,
  "orbital_gap_ha": 0.4431,
  "e_lumo_ev": -0.06,
  "smiles": "N#CC(O)C#N",
  "total_energy_ev": -8168.2036,
  "largest_force_ev_per_a": 6.467,
  "e_above_lowest_kj_mol": 145.6,
  "charge": 0,
  "symbols": ["O", "N", "N", "C", "C", "C", "H", "H"],
  "positions_angstrom": [[1.266, -0.650, -0.351], [0.152, 2.198, 1.029], [-1.978, -0.982, -1.384], [-0.016, -0.274, 0.266], [-0.049, 1.078, 0.839], [-1.118, -0.697, -0.676], [0.053, -1.036, 1.106], [1.690, 0.364, -0.829]],
  "forces_ev_per_angstrom": [[0.979, 6.109, -1.885], [-0.349, -0.728, 0.303], [0.365, -0.040, 0.223], [1.234, -3.254, 0.377], [0.375, 0.636, -1.170], [0.237, 1.094, 0.765], [-0.928, 1.006, -0.658], [-1.914, -4.822, 2.045]]
}

=====

Please write out number 7 again, unchanged.
{
  "formula": "C3H2LiO2Tl",
  "method": "ωB97M-V with the def2-TZVPD basis set",
  "spin_multiplicity": 1,
  "mol_weight_g_mol": 281.37,
  "e_homo_ha": -0.21059,
  "orbital_gap_ha": 0.1972,
  "e_lumo_ev": -0.36,
  "total_energy_ev": -12131.6478,
  "largest_force_ev_per_a": 2.732,
  "e_above_lowest_kj_mol": 162.7,
  "charge": 0,
  "symbols": ["Tl", "O", "O", "C", "C", "C", "Li", "H", "H"],
  "positions_angstrom": [[1.862, -0.399, -1.227], [-2.379, 0.372, 0.239], [1.112, 0.197, 1.008], [-0.062, 0.639, 0.729], [-1.763, -0.568, 1.115], [-0.964, 0.002, -0.168], [-1.690, 2.171, 0.236], [-2.125, -1.600, 1.037], [-1.874, -0.227, 2.154]],
  "forces_ev_per_angstrom": [[-0.566, -0.050, 0.641], [0.328, 0.579, -0.405], [-0.567, -0.166, -1.568], [0.227, 2.554, 0.944], [-1.361, -0.418, -0.853], [0.457, -2.068, 1.551], [0.362, -0.812, 0.465], [0.142, 0.347, -0.335], [0.980, 0.034, -0.440]]
}